[1]
{
  "formula": "C4H7NO",
  "method": "the ωB97M-V functional and the def2-TZVPD basis",
  "species": ["O", "C", "C", "N", "C", "C", "H", "H", "H", "H", "H", "H", "H"],
  "xyz": [[0.932, 0.744, 1.645], [0.058, -0.160, 1.009], [-1.249, 0.331, 0.392], [-0.853, -0.428, -0.992], [0.377, 0.153, -1.545], [0.483, -0.683, -0.323], [1.778, 0.662, 1.183], [-0.222, -0.959, 1.691], [-1.479, 1.370, 0.746], [-2.121, -0.264, 0.658], [0.404, 1.227, -1.675], [0.861, -0.374, -2.384], [1.031, -1.619, -0.404]],
  "e_tot_ev": -7795.761,
  "charge": 0,
  "orbital_gap_ha": 0.37718,
  "relative_energy_kj_mol": 374.7,
  "e_lumo_ev": 0.91,
  "smiles": "O[C@H]1CN2C[C@@H]12"
}

[2]
{
  "formula": "C2H4NP",
  "method": "the ωB97M-V functional and the def2-TZVPD basis",
  "species": ["C", "C", "P", "N", "H", "H", "H", "H"],
  "xyz": [[-0.314, 0.534, -0.966], [0.275, 0.076, 0.205], [0.531, -0.339, 1.929], [1.380, -0.590, 0.429], [-0.867, 1.405, -0.821], [-0.997, -0.263, -1.231], [0.410, 0.721, -1.675], [-0.418, -1.544, 2.130]],
  "e_tot_ev": -12915.402,
  "charge": 0,
  "orbital_gap_ha": 0.37082,
  "relative_energy_kj_mol": 108.7,
  "e_lumo_ev": 0.93,
  "smiles": "CC1=[PH]=N1"
}

[3]
{
  "formula": "C2H2N4O3",
  "method": "the ωB97M-V functional and the def2-TZVPD basis",
  "species": ["C", "C", "N", "N", "N", "N", "O", "O", "O", "H", "H"],
  "xyz": [[2.655, -0.237, -1.043], [1.501, -0.439, -1.858], [3.595, 0.055, -0.467], [-0.353, -0.086, -2.781], [0.538, 0.494, -2.121], [1.185, -1.641, -2.391], [1.740, -2.684, -2.495], [-1.348, 0.400, -3.212], [-0.095, -1.428, -3.122], [0.321, -1.314, 0.790], [-0.257, -0.761, 1.067]],
  "e_tot_ev": -14200.325,
  "charge": 0,
  "orbital_gap_ha": 0.31526,
  "relative_energy_kj_mol": 669.4,
  "e_lumo_ev": -1.35
}

[4]
{
  "formula": "C16H24BF4KO12",
  "method": "the ωB97M-V functional and the def2-TZVPD basis",
  "species": ["K", "B", "F", "F", "F", "F", "C", "C", "C", "O", "C", "O", "O", "H", "H", "H", "H", "H", "H", "C", "C", "C", "O", "C", "O", "O", "H", "H", "H", "H", "H", "H", "C", "C", "C", "O", "C", "O", "O", "H", "H", "H", "H", "H", "H", "C", "C", "C", "O", "C", "O", "O", "H", "H", "H", "H", "H", "H"],
  "xyz": [[0.123, 0.581, 0.706], [-1.021, 1.242, 3.712], [-1.938, 1.719, 4.642], [0.268, 1.326, 4.330], [-1.299, -0.061, 3.305], [-1.060, 2.059, 2.605], [4.394, -4.238, 3.245], [3.012, -3.800, 3.611], [2.968, -2.347, 4.158], [1.984, -1.721, 3.393], [1.520, -2.529, 2.466], [0.671, -2.182, 1.649], [2.248, -3.658, 2.415], [4.816, -4.620, 4.175], [5.183, -3.599, 2.847], [4.227, -5.132, 2.644], [2.433, -4.492, 4.223], [3.859, -1.757, 3.942], [2.772, -2.306, 5.229], [-3.995, 2.802, -3.682], [-3.898, 1.351, -3.287], [-3.450, 0.456, -4.396], [-2.206, 0.030, -4.007], [-1.870, 0.489, -2.745], [-0.815, 0.315, -2.121], [-2.915, 1.198, -2.289], [-4.701, 3.041, -4.478], [-3.004, 3.220, -3.854], [-4.269, 3.383, -2.802], [-4.788, 0.935, -2.814], [-3.373, 0.997, -5.339], [-4.086, -0.421, -4.517], [4.088, -4.452, -0.209], [4.022, -3.290, -1.213], [3.303, -3.525, -2.496], [2.585, -2.348, -2.689], [2.516, -1.663, -1.518], [1.943, -0.618, -1.325], [3.345, -2.250, -0.659], [4.547, -5.278, -0.752], [3.091, -4.748, 0.117], [4.652, -4.034, 0.625], [5.020, -2.881, -1.373], [2.670, -4.411, -2.455], [4.017, -3.675, -3.307], [-4.575, 4.228, 0.065], [-3.134, 4.633, -0.414], [-2.429, 5.787, 0.213], [-1.078, 5.364, 0.297], [-1.015, 4.044, 0.168], [0.014, 3.361, 0.245], [-2.219, 3.548, -0.127], [-4.743, 4.299, 1.140], [-4.741, 3.175, -0.160], [-5.268, 4.947, -0.373], [-2.972, 4.771, -1.483], [-2.926, 6.067, 1.141], [-2.503, 6.667, -0.426]],
  "e_tot_ev": -69430.726,
  "charge": 0,
  "orbital_gap_ha": 0.38603,
  "relative_energy_kj_mol": 50.7,
  "e_lumo_ev": 0.38
}

[5]
{
  "formula": "C4H6NO",
  "method": "the ωB97M-V functional and the def2-TZVPD basis",
  "species": ["C", "C", "C", "C", "N", "O", "H", "H", "H", "H", "H", "H"],
  "xyz": [[0.778, 0.536, 0.111], [0.156, -0.679, 0.391], [1.674, 1.439, -0.120], [-1.133, -1.054, -0.216], [-1.638, 1.275, 0.187], [-2.136, 0.255, -0.101], [0.734, -1.462, -0.040], [0.183, -0.872, 1.466], [2.717, 1.289, -0.358], [1.308, 2.423, -0.221], [-0.925, -1.308, -1.323], [-1.717, -1.841, 0.225]],
  "e_tot_ev": -7768.715,
  "charge": 1,
  "orbital_gap_ha": [0.30451, 0.30429],
  "relative_energy_kj_mol": 596.5,
  "e_lumo_ev": [-5.77, -5.78]
}

[6]
{
  "formula": "C21H39N4Nb",
  "method": "the ωB97M-V functional and the def2-TZVPD basis",
  "species": ["Nb", "N", "N", "N", "N", "H", "C", "H", "H", "H", "C", "H", "H", "C", "H", "H", "H", "H", "C", "H", "H", "C", "H", "C", "H", "H", "H", "C", "H", "H", "H", "H", "C", "H", "H", "C", "H", "C", "H", "H", "H", "H", "C", "C", "H", "H", "C", "H", "C", "H", "H", "C", "C", "C", "C", "C", "C", "C", "H", "H", "H", "H", "H", "H", "H"],
  "xyz": [[0.390, 0.154, -0.414], [2.336, 0.375, -0.884], [-0.377, -1.395, -1.439], [-0.258, 1.422, 1.339], [-1.683, 0.762, -0.316], [2.118, 0.477, -3.001], [2.773, 0.027, -2.234], [2.719, -1.069, -2.359], [3.801, 0.407, -2.307], [3.938, 1.672, -0.688], [3.307, 1.046, -0.032], [3.881, 0.274, 0.517], [2.797, 1.677, 0.723], [-0.492, -0.970, -2.844], [-1.484, -1.252, -3.218], [-0.353, 0.123, -2.946], [0.268, -1.484, -3.448], [-1.734, -2.965, -1.735], [-0.758, -2.769, -1.240], [-0.003, -3.456, -1.669], [-0.837, -3.008, -0.170], [0.304, 2.348, 2.302], [0.917, 3.106, 1.796], [1.193, 1.668, 3.321], [2.086, 1.182, 2.851], [1.572, 2.436, 4.058], [0.599, 0.879, 3.870], [-0.833, 3.079, 2.989], [-0.435, 3.605, 3.850], [-1.292, 3.816, 2.335], [-1.586, 2.372, 3.336], [-4.650, 1.767, -1.636], [-3.725, 1.975, -1.094], [-3.950, 2.165, -0.045], [-3.254, 2.837, -1.553], [-2.809, 0.787, -1.235], [-2.422, 0.780, -2.256], [-3.557, -0.561, -1.064], [-3.006, -1.220, -0.376], [-4.554, -0.364, -0.640], [-3.648, -1.080, -2.032], [-2.309, 2.076, 1.276], [-1.444, 1.446, 0.796], [0.444, 2.082, -1.503], [1.334, 2.492, -0.958], [0.839, 1.851, -2.477], [-0.649, 3.056, -1.470], [-0.963, 3.397, -2.448], [-1.102, 3.859, -0.426], [-0.495, 4.071, 0.499], [-2.204, 3.948, -0.250], [0.881, -1.213, 1.328], [1.208, -2.674, 1.246], [2.199, -3.111, 0.354], [2.382, -4.480, 0.102], [1.678, -5.425, 0.853], [0.776, -5.004, 1.825], [0.554, -3.636, 2.052], [1.739, -0.619, 1.716], [0.078, -1.029, 2.059], [2.778, -2.352, -0.191], [3.071, -4.775, -0.673], [1.829, -6.487, 0.642], [0.231, -5.755, 2.415], [-0.157, -3.338, 2.821]],
  "e_tot_ev": -29916.245,
  "charge": 0,
  "orbital_gap_ha": 0.27173,
  "e_lumo_ev": 0.14
}

[7]
{
  "formula": "C21H21N2PS",
  "method": "the ωB97M-V functional and the def2-TZVPD basis",
  "species": ["S", "P", "C", "C", "C", "C", "C", "C", "C", "N", "C", "C", "C", "C", "C", "C", "C", "N", "C", "C", "C", "C", "C", "C", "C", "H", "H", "H", "H", "H", "H", "H", "H", "H", "H", "H", "H", "H", "H", "H", "H", "H", "H", "H", "H", "H"],
  "xyz": [[-3.475, -1.497, 1.883], [-1.765, -1.199, 1.032], [-0.885, -2.769, 1.327], [0.391, -2.890, 1.843], [0.956, -4.133, 1.974], [0.268, -5.291, 1.666], [-1.134, -5.213, 1.407], [-1.693, -3.946, 1.141], [-0.827, 0.317, 1.784], [-0.503, 1.474, 0.853], [0.434, 2.490, 1.167], [0.759, 3.400, 0.209], [1.558, 4.514, 0.414], [2.151, 4.633, 1.645], [1.857, 3.809, 2.697], [0.964, 2.756, 2.460], [-1.364, 1.614, -0.351], [-1.191, 0.337, -1.185], [-0.293, 0.280, -2.296], [1.049, 0.601, -2.088], [1.958, 0.447, -3.157], [1.546, 0.004, -4.399], [0.230, -0.237, -4.549], [-0.687, -0.048, -3.525], [-2.002, -0.810, -0.711], [0.977, -1.955, 2.100], [2.038, -4.148, 2.199], [0.816, -6.209, 1.698], [-1.712, -6.128, 1.306], [-2.866, -3.956, 1.007], [-1.601, 0.735, 2.455], [0.031, 0.026, 2.279], [0.249, 3.525, -0.752], [1.568, 5.328, -0.311], [2.747, 5.523, 1.869], [2.181, 3.913, 3.684], [0.720, 2.031, 3.242], [-2.385, 1.649, -0.065], [-1.148, 2.465, -0.998], [1.453, 0.872, -1.146], [2.954, 0.853, -3.012], [2.134, -0.158, -5.249], [-0.102, -0.511, -5.592], [-1.802, -0.034, -3.696], [-1.554, -1.613, -1.160], [-3.000, -0.852, -1.099]],
  "e_tot_ev": -45219.577,
  "charge": 0,
  "orbital_gap_ha": 0.30671,
  "relative_energy_kj_mol": 213.2,
  "e_lumo_ev": 0.51,
  "smiles": "S=P1(c2ccccc2)CN(c2ccccc2)CN(c2ccccc2)C1"
}

[8]
{
  "formula": "C9H15N2O2S",
  "method": "the ωB97M-V functional and the def2-TZVPD basis",
  "species": ["C", "C", "C", "C", "C", "C", "C", "C", "C", "N", "N", "O", "O", "S", "H", "H", "H", "H", "H", "H", "H", "H", "H", "H", "H", "H", "H", "H", "H"],
  "xyz": [[-2.097, 0.303, -0.593], [-2.662, 1.643, -0.239], [-0.791, -0.494, 1.202], [-0.633, -1.140, 2.525], [0.678, -0.512, 3.104], [1.365, 0.191, 1.889], [0.384, 0.295, -3.394], [-0.210, -0.443, -2.207], [0.197, 0.934, -0.333], [0.289, 0.164, 0.888], [-0.789, 0.545, -1.260], [-1.879, -0.588, 0.489], [-2.801, 2.591, -1.042], [-2.531, 2.728, -2.634], [-2.830, -0.209, -1.396], [-3.111, 1.730, 0.690], [-1.475, -0.997, 3.268], [-0.563, -2.208, 2.388], [0.489, 0.305, 3.648], [1.414, -1.047, 3.643], [1.605, 1.250, 2.032], [2.203, -0.536, 1.587], [1.396, 0.696, -3.416], [0.204, -0.320, -4.232], [-0.394, 1.128, -3.479], [0.512, -1.240, -1.734], [-1.104, -0.990, -2.522], [1.083, 0.834, -0.938], [0.047, 1.948, 0.009]],
  "e_tot_ev": -27475.528,
  "charge": 1,
  "orbital_gap_ha": [0.25842, 0.25929],
  "relative_energy_kj_mol": 203.9,
  "e_lumo_ev": [-4.34, -4.33]
}